Entry 1:
Formula: C23H33ClN3O5PbS3
Source: the Open Molecules 2025 dataset
Level of theory: ωB97M-V/def2-TZVPD

Atoms and positions in Å:
Pb -0.209 0.614 -0.543
C 2.430 -3.453 -6.315
C 2.126 -3.117 -4.885
C 2.545 -3.938 -3.845
C 2.260 -3.627 -2.523
C 1.552 -2.470 -2.235
C 1.118 -1.637 -3.261
C 1.403 -1.964 -4.571
S 1.268 -2.062 -0.538
O 1.993 -0.824 -0.226
O 1.574 -3.228 0.234
N -0.269 -1.577 -0.372
C -1.344 -2.256 -1.079
C -2.180 -1.280 -1.937
O -3.191 -1.644 -2.490
O -1.757 -0.034 -1.982
H 2.950 -4.406 -6.395
H 3.058 -2.684 -6.767
H 1.514 -3.515 -6.903
H 3.100 -4.841 -4.067
H 2.581 -4.272 -1.717
H 0.526 -0.752 -3.060
H 1.051 -1.321 -5.369
H -2.028 -2.733 -0.373
H -0.970 -3.046 -1.734
C 2.912 0.816 4.737
C 1.570 0.259 5.196
C 0.425 0.588 4.240
S 0.620 -0.298 2.676
O -0.152 0.614 1.701
C -0.407 -1.747 2.982
C -1.906 -1.500 2.942
C -2.666 -2.810 3.118
H 3.694 0.579 5.457
H 2.868 1.902 4.637
H 3.215 0.402 3.774
H 1.304 0.675 6.169
H 1.633 -0.823 5.344
H 0.431 1.639 3.946
H -0.553 0.349 4.658
H -0.061 -2.115 3.953
H -0.107 -2.476 2.229
H -2.161 -1.037 1.986
H -2.204 -0.793 3.719
H -2.401 -3.529 2.341
H -3.743 -2.647 3.073
H -2.441 -3.272 4.081
Cl 2.230 2.941 1.628
C 1.354 3.937 0.507
C 0.975 5.208 0.904
C 0.273 6.018 0.025
C -0.042 5.564 -1.248
C 0.334 4.290 -1.632
C 1.036 3.450 -0.764
C 1.391 2.085 -1.188
H 1.236 5.557 1.893
H -0.021 7.010 0.339
H -0.581 6.200 -1.936
H 0.079 3.924 -2.619
H 2.240 1.622 -0.698
H 1.403 1.936 -2.264
N -4.672 2.505 0.480
C -3.707 2.001 -0.297
N -4.038 1.222 -1.306
S -2.098 2.482 0.086
H -5.643 2.437 0.223
H -4.417 3.124 1.229
H -4.992 0.943 -1.470
H -3.306 0.837 -1.897

* net charge: +1
* multiplicity: 1
* HOMO: -11.56 eV
* HOMO-LUMO gap: 7.6734 eV

Entry 2:
Formula: C23H33N3O5S
Source: the Open Molecules 2025 dataset
Level of theory: ωB97M-V/def2-TZVPD

Atoms and positions in Å:
O -4.273 -1.934 -1.915
C -3.520 -2.036 -0.971
C -2.875 -3.384 -0.619
N -1.586 -3.276 0.006
C -1.284 -3.829 1.238
O -2.053 -4.362 1.984
O 0.043 -3.640 1.480
C 0.576 -2.981 0.410
C 1.876 -2.585 0.193
C 2.119 -1.904 -0.990
S 3.801 -1.352 -1.310
O 3.850 -0.902 -2.671
O 4.694 -2.384 -0.876
N 3.982 -0.057 -0.308
C 3.567 1.243 -0.761
C 2.313 1.754 -0.050
C 2.457 1.768 1.472
C 2.480 0.359 2.071
C 3.875 -0.258 2.190
C 4.733 -0.160 0.914
C 1.126 -1.636 -1.916
C -0.181 -2.056 -1.709
C -0.438 -2.733 -0.530
N -3.181 -1.022 -0.160
C -3.769 0.308 -0.283
C -3.283 0.983 -1.576
C -1.777 1.239 -1.686
C -1.358 2.686 -1.399
C -2.004 3.358 -0.189
C -1.649 2.772 1.175
C -2.110 1.335 1.439
C -3.566 1.055 1.039
H -3.528 -3.912 0.085
H -2.808 -3.973 -1.539
H 2.677 -2.805 0.877
H 3.384 1.156 -1.834
H 4.388 1.954 -0.609
H 1.463 1.125 -0.323
H 2.115 2.767 -0.406
H 1.609 2.314 1.890
H 3.363 2.308 1.753
H 1.848 -0.291 1.462
H 2.048 0.386 3.074
H 3.755 -1.305 2.473
H 4.418 0.235 2.999
H 5.393 0.712 0.978
H 5.358 -1.050 0.822
H 1.403 -1.108 -2.814
H -0.960 -1.869 -2.430
H -2.626 -1.206 0.661
H -4.851 0.161 -0.416
H -3.833 1.915 -1.711
H -3.591 0.317 -2.383
H -1.235 0.546 -1.043
H -1.458 1.016 -2.707
H -0.272 2.718 -1.290
H -1.614 3.289 -2.274
H -3.087 3.367 -0.312
H -1.681 4.403 -0.187
H -0.566 2.816 1.309
H -2.098 3.418 1.934
H -1.439 0.637 0.940
H -2.000 1.157 2.512
H -4.122 1.991 1.001
H -4.036 0.445 1.815

* net charge: 0
* multiplicity: 1
* ΔE to the lowest compared entry with this formula, charge and spin: 0.050 eV
* HOMO: -8.97 eV
* HOMO-LUMO gap: 9.4710 eV
* SMILES: O=C(Cn1c(=O)oc2cc(S(=O)(=O)N3CCCCCC3)ccc21)NC1CCCCCCC1

Entry 3:
Formula: C23H34BrN5O10PS2
Source: the Open Molecules 2025 dataset
Level of theory: ωB97M-V/def2-TZVPD

Atoms and positions in Å:
N -4.162 -2.064 0.812
C -3.274 -1.371 0.346
O -2.082 -0.881 -0.160
C -1.033 -0.529 0.780
C -1.406 -0.554 2.328
C -2.080 0.840 2.888
C -3.470 1.261 2.265
S -4.957 0.335 2.917
C -6.325 0.905 1.800
S -6.194 2.491 1.204
N -7.471 0.087 1.377
C -8.368 -0.811 2.096
C -9.335 -1.243 0.964
N -9.008 -0.665 -0.361
C -7.834 0.145 -0.043
O -0.876 0.911 0.500
C 0.464 1.381 0.387
C 0.364 2.856 -0.334
C 0.246 4.011 0.801
C -1.243 4.255 1.337
O -1.424 4.241 2.599
O -2.387 4.537 0.543
C 1.495 0.544 -0.507
N 0.788 -0.750 -0.927
C 1.528 -1.537 -1.956
C 3.106 -1.721 -1.815
O 3.649 -1.776 -3.187
C 0.273 -1.423 0.307
C -0.405 -2.900 0.012
C 0.566 -4.156 0.096
O 1.581 -4.409 -0.591
Br 0.096 -5.612 1.412
P 1.547 -1.755 1.677
N 2.025 -0.430 2.477
O 2.992 -2.495 1.208
O 0.870 -2.754 2.926
H -2.006 -1.485 2.688
H -0.496 -0.582 3.055
H -2.255 0.618 4.017
H -1.310 1.708 2.890
H -3.405 1.262 1.104
H -3.660 2.374 2.538
H -8.303 -1.070 3.201
H -10.205 -1.940 1.201
H -7.343 0.751 -0.885
H 0.849 1.641 1.451
H -0.624 2.871 -0.940
H 1.288 3.106 -0.958
H 0.934 3.818 1.698
H 0.572 4.998 0.283
H -2.275 4.247 -0.391
H 2.498 0.366 0.007
H 1.741 1.072 -1.512
H -0.021 -0.370 -1.484
H 1.078 -2.552 -2.247
H 1.425 -0.924 -2.947
H 3.686 -0.889 -1.296
H 3.442 -2.726 -1.341
H 2.972 -2.329 -3.662
H -1.191 -3.047 0.854
H -0.892 -2.943 -1.041
H 1.738 -0.514 3.477
H 3.608 -1.772 0.937
H -0.082 -2.934 2.744
O 4.667 2.377 -3.160
C 5.534 1.538 -3.134
O 5.452 0.383 -2.419
C 6.691 -0.328 -2.524
C 7.342 0.192 -3.784
C 6.862 1.626 -3.833
H 7.289 -0.120 -1.631
H 6.497 -1.401 -2.577
H 8.429 0.092 -3.779
H 6.957 -0.354 -4.652
H 7.518 2.294 -3.269
H 6.744 1.976 -4.858

* net charge: +1
* multiplicity: 1
* HOMO: -10.09 eV
* HOMO-LUMO gap: 6.3287 eV

Entry 4:
Formula: C23H34Cl10INO2
Source: the Open Molecules 2025 dataset
Level of theory: ωB97M-V/def2-TZVPD

Atoms and positions in Å:
C 3.711 -3.316 2.093
C 2.798 -3.304 0.879
C 1.957 -2.023 0.745
C 2.737 -0.741 0.919
C 3.991 -0.627 0.276
C 4.800 0.498 0.431
I 6.655 0.563 -0.529
C 4.351 1.522 1.264
C 3.104 1.426 1.881
C 2.250 0.323 1.719
C 0.904 0.289 2.391
C -0.284 0.044 1.439
C 2.928 2.676 2.675
O 1.933 3.174 3.068
N 4.245 3.316 2.833
C 4.951 2.820 1.648
O 5.798 3.430 1.094
H 4.051 -4.326 2.303
H 4.607 -2.718 1.939
H 3.209 -2.915 2.972
H 2.092 -4.128 0.963
H 3.364 -3.465 -0.037
H 1.191 -2.070 1.513
H 1.470 -2.018 -0.228
H 4.332 -1.442 -0.344
H 0.914 -0.450 3.193
H 0.745 1.246 2.870
H -0.753 -0.919 1.607
H 0.044 0.078 0.403
H -1.042 0.810 1.573
H 4.679 2.789 3.597
Cl -3.215 -1.899 2.345
C -4.331 -0.997 1.284
C -4.442 -1.627 -0.078
Cl -2.922 -1.503 -1.010
H -3.965 0.021 1.225
H -5.306 -0.995 1.767
H -5.210 -1.117 -0.657
H -4.693 -2.681 -0.011
Cl -4.761 -5.244 -0.493
C -6.062 -6.035 0.434
C -7.221 -5.104 0.678
Cl -6.789 -3.777 1.790
H -5.634 -6.391 1.367
H -6.398 -6.890 -0.150
H -8.040 -5.653 1.139
H -7.571 -4.658 -0.249
Cl -6.099 -2.216 -3.104
C -5.459 -2.298 -4.768
C -4.397 -1.263 -5.050
Cl -5.051 0.395 -5.097
H -6.299 -2.194 -5.449
H -5.032 -3.293 -4.883
H -3.965 -1.455 -6.030
H -3.606 -1.289 -4.303
Cl 10.469 5.956 -0.785
C 9.319 5.187 0.344
C 8.116 6.049 0.617
Cl 8.532 7.512 1.552
H 9.858 4.959 1.260
H 8.994 4.255 -0.115
H 7.395 5.484 1.204
H 7.642 6.369 -0.306
Cl -3.759 2.736 -1.019
C -3.595 4.223 -1.985
C -3.901 3.979 -3.437
Cl -2.679 2.945 -4.215
H -2.582 4.594 -1.850
H -4.296 4.949 -1.578
H -3.907 4.928 -3.971
H -4.868 3.497 -3.562

* net charge: 0
* multiplicity: 1
* HOMO: -9.14 eV
* HOMO-LUMO gap: 8.8031 eV
* SMILES: CCCc1cc(I)c2c(c1CC)C(=O)NC2=O.ClCCCl.ClCCCl.ClCCCl.ClCCCl.ClCCCl

Entry 5:
Formula: C23H34Cl36FN2O3Si
Source: the Open Molecules 2025 dataset
Level of theory: ωB97M-V/def2-TZVPD

Atoms and positions in Å:
C 3.689 -4.123 2.562
C 2.125 -3.975 2.354
F 1.458 -4.732 3.303
N 1.816 -2.536 2.430
C 1.073 -1.738 1.545
C 1.111 -0.425 2.096
C 0.353 0.711 1.370
O -0.604 1.231 2.281
O -1.258 2.300 1.688
N 1.883 -0.414 3.269
C 2.188 0.753 4.091
C 3.749 1.116 4.045
O 4.392 0.348 3.028
Si 5.615 1.204 2.180
C 5.119 2.941 1.597
C 5.945 0.181 0.583
C 7.297 1.228 3.097
C 2.254 -1.708 3.425
H 4.206 -3.317 1.971
H 3.989 -3.978 3.628
H 4.037 -5.119 2.199
H 1.886 -4.292 1.302
H 0.566 -2.047 0.618
H -0.207 0.233 0.517
H 1.015 1.488 0.903
H -1.925 2.613 2.331
H 1.659 1.654 3.675
H 1.832 0.671 5.149
H 3.930 2.218 3.999
H 4.153 0.778 5.045
H 5.066 3.646 2.475
H 4.155 2.982 1.027
H 5.963 3.314 0.956
H 7.043 -0.078 0.472
H 5.583 0.763 -0.311
H 5.304 -0.746 0.610
H 8.077 1.786 2.516
H 7.654 0.157 3.122
H 7.217 1.565 4.160
H 2.872 -2.126 4.249
C -4.679 3.606 0.694
Cl -5.960 4.797 0.453
Cl -3.556 3.632 -0.668
Cl -3.831 3.908 2.222
H -5.131 2.619 0.744
C 2.995 -1.666 -1.971
Cl 2.483 -0.977 -0.415
Cl 3.942 -3.137 -1.720
Cl 1.589 -1.992 -2.984
H 3.624 -0.938 -2.474
C -2.765 -0.482 -1.927
Cl -1.212 -1.057 -1.305
Cl -3.736 -1.830 -2.526
Cl -3.639 0.404 -0.673
H -2.573 0.191 -2.753
C -9.500 6.765 0.589
Cl -9.545 8.435 0.016
Cl -10.304 6.622 2.156
Cl -10.243 5.681 -0.593
H -8.462 6.474 0.712
C 1.167 -5.580 -5.204
Cl -0.095 -4.374 -5.494
Cl 2.315 -5.613 -6.545
Cl 2.002 -5.249 -3.682
H 0.696 -6.555 -5.132
C -5.536 1.547 -4.398
Cl -3.957 1.909 -3.687
Cl -6.212 0.074 -3.694
Cl -6.641 2.904 -4.174
H -5.402 1.388 -5.462
C -3.272 -4.492 0.776
Cl -3.188 -6.254 0.831
Cl -4.423 -3.884 1.971
Cl -1.673 -3.784 1.041
H -3.615 -4.196 -0.211
C -2.761 -1.697 4.829
Cl -4.049 -0.511 4.586
Cl -1.628 -1.687 3.473
Cl -1.909 -1.385 6.348
H -3.213 -2.683 4.888
C 1.505 -2.716 -9.037
Cl 0.240 -1.517 -9.324
Cl 2.647 -2.750 -10.384
Cl 2.345 -2.385 -7.518
H 1.039 -3.694 -8.961
C -7.385 2.094 3.890
Cl -5.706 2.451 4.319
Cl -7.979 3.240 2.689
Cl -7.531 0.437 3.292
H -7.994 2.190 4.783
C -6.347 4.694 -7.548
Cl -5.647 3.070 -7.477
Cl -5.347 5.839 -6.650
Cl -6.538 5.214 -9.223
H -7.328 4.661 -7.086
C 10.026 -1.302 -0.036
Cl 8.686 -1.723 -1.109
Cl 10.218 0.452 0.061
Cl 9.773 -1.989 1.574
H 10.938 -1.723 -0.447

* net charge: +1
* multiplicity: 1
* HOMO: -11.84 eV
* HOMO-LUMO gap: 9.3343 eV

Entry 6:
Formula: C23H34Cl46In
Source: the Open Molecules 2025 dataset
Level of theory: ωB97M-V/def2-TZVPD

Atoms and positions in Å:
C 5.088 0.433 -2.606
C 4.940 1.929 -2.901
C 3.524 2.476 -2.948
Cl 2.950 2.884 -1.256
In 2.000 1.304 -4.112
C 1.289 -0.563 -3.103
C 0.842 -0.567 -1.637
C -0.626 -0.230 -1.369
C -1.597 -1.211 -2.033
C -0.929 1.246 -1.690
H 5.437 0.257 -1.589
H 4.142 -0.093 -2.734
H 5.812 -0.038 -3.274
H 5.395 2.177 -3.863
H 5.511 2.482 -2.144
H 3.580 3.462 -3.409
H 2.631 0.846 -5.696
H 0.607 2.390 -4.375
H 0.497 -0.943 -3.751
H 2.122 -1.268 -3.192
H 1.448 0.116 -1.040
H 1.017 -1.568 -1.210
H -0.782 -0.351 -0.291
H -2.573 -0.746 -2.194
H -1.764 -2.089 -1.408
H -1.235 -1.546 -3.005
H -0.009 1.775 -1.934
H -1.606 1.360 -2.538
H -1.361 1.750 -0.824
C -3.754 4.569 0.030
Cl -3.202 4.138 -1.578
Cl -5.478 4.215 0.234
Cl -2.803 3.761 1.276
H -3.626 5.635 0.154
C 4.649 1.072 -8.592
Cl 3.239 0.420 -9.438
Cl 4.233 2.500 -7.668
Cl 5.393 -0.162 -7.572
H 5.375 1.353 -9.342
C 2.871 1.250 2.064
Cl 3.521 -0.297 1.537
Cl 1.140 1.154 2.358
Cl 3.720 1.799 3.518
H 3.039 1.973 1.277
C -1.575 0.725 5.027
Cl -2.924 0.684 6.176
Cl -2.168 0.807 3.374
Cl -0.487 2.060 5.388
H -1.018 -0.197 5.140
C 6.245 4.631 1.405
Cl 5.885 2.979 0.939
Cl 6.155 5.715 0.016
Cl 5.173 5.182 2.698
H 7.257 4.663 1.784
C -1.686 6.046 -4.815
Cl -3.248 6.784 -4.415
Cl -0.380 6.839 -3.934
Cl -1.693 4.321 -4.527
H -1.518 6.209 -5.872
C -2.799 -3.697 2.906
Cl -1.349 -3.721 1.912
Cl -2.637 -2.506 4.198
Cl -4.244 -3.384 1.944
H -2.916 -4.669 3.360
C 2.524 4.146 7.798
Cl 3.031 3.287 6.351
Cl 0.765 4.200 7.906
Cl 3.223 3.421 9.251
H 2.884 5.164 7.735
C -2.664 2.089 -8.392
Cl -3.962 1.495 -9.440
Cl -3.158 3.552 -7.543
Cl -2.146 0.855 -7.256
H -1.822 2.339 -9.023
C -8.318 -4.641 3.031
Cl -9.752 -5.668 2.935
Cl -6.850 -5.587 2.814
Cl -8.400 -3.332 1.856
H -8.290 -4.203 4.019
C 1.879 -5.664 -0.077
Cl 3.499 -5.637 0.617
Cl 0.865 -6.858 0.749
Cl 1.141 -4.074 -0.037
H 1.966 -5.968 -1.112
C 5.443 5.992 -5.973
Cl 5.939 5.676 -7.642
Cl 3.817 5.403 -5.664
Cl 6.592 5.289 -4.835
H 5.446 7.064 -5.830
C -6.786 -9.837 3.584
Cl -6.360 -11.403 4.278
Cl -7.850 -8.938 4.663
Cl -5.340 -8.903 3.208
H -7.321 -10.017 2.662
C -2.427 -6.492 5.786
Cl -1.098 -6.380 4.635
Cl -2.355 -5.164 6.949
Cl -3.976 -6.498 4.944
H -2.335 -7.423 6.329
C -2.429 -3.638 10.446
Cl -0.747 -3.321 10.862
Cl -3.141 -4.821 11.545
Cl -3.369 -2.150 10.420
H -2.450 -4.062 9.452

* net charge: -1
* multiplicity: 1
* ΔE to the lowest compared entry with this formula, charge and spin: 0.000 eV
* HOMO: -4.74 eV
* HOMO-LUMO gap: 6.0591 eV

Copy entry 2 word for word.
Formula: C23H33N3O5S
Source: the Open Molecules 2025 dataset
Level of theory: ωB97M-V/def2-TZVPD

Atoms and positions in Å:
O -4.273 -1.934 -1.915
C -3.520 -2.036 -0.971
C -2.875 -3.384 -0.619
N -1.586 -3.276 0.006
C -1.284 -3.829 1.238
O -2.053 -4.362 1.984
O 0.043 -3.640 1.480
C 0.576 -2.981 0.410
C 1.876 -2.585 0.193
C 2.119 -1.904 -0.990
S 3.801 -1.352 -1.310
O 3.850 -0.902 -2.671
O 4.694 -2.384 -0.876
N 3.982 -0.057 -0.308
C 3.567 1.243 -0.761
C 2.313 1.754 -0.050
C 2.457 1.768 1.472
C 2.480 0.359 2.071
C 3.875 -0.258 2.190
C 4.733 -0.160 0.914
C 1.126 -1.636 -1.916
C -0.181 -2.056 -1.709
C -0.438 -2.733 -0.530
N -3.181 -1.022 -0.160
C -3.769 0.308 -0.283
C -3.283 0.983 -1.576
C -1.777 1.239 -1.686
C -1.358 2.686 -1.399
C -2.004 3.358 -0.189
C -1.649 2.772 1.175
C -2.110 1.335 1.439
C -3.566 1.055 1.039
H -3.528 -3.912 0.085
H -2.808 -3.973 -1.539
H 2.677 -2.805 0.877
H 3.384 1.156 -1.834
H 4.388 1.954 -0.609
H 1.463 1.125 -0.323
H 2.115 2.767 -0.406
H 1.609 2.314 1.890
H 3.363 2.308 1.753
H 1.848 -0.291 1.462
H 2.048 0.386 3.074
H 3.755 -1.305 2.473
H 4.418 0.235 2.999
H 5.393 0.712 0.978
H 5.358 -1.050 0.822
H 1.403 -1.108 -2.814
H -0.960 -1.869 -2.430
H -2.626 -1.206 0.661
H -4.851 0.161 -0.416
H -3.833 1.915 -1.711
H -3.591 0.317 -2.383
H -1.235 0.546 -1.043
H -1.458 1.016 -2.707
H -0.272 2.718 -1.290
H -1.614 3.289 -2.274
H -3.087 3.367 -0.312
H -1.681 4.403 -0.187
H -0.566 2.816 1.309
H -2.098 3.418 1.934
H -1.439 0.637 0.940
H -2.000 1.157 2.512
H -4.122 1.991 1.001
H -4.036 0.445 1.815

* net charge: 0
* multiplicity: 1
* ΔE to the lowest compared entry with this formula, charge and spin: 0.050 eV
* HOMO: -8.97 eV
* HOMO-LUMO gap: 9.4710 eV
* SMILES: O=C(Cn1c(=O)oc2cc(S(=O)(=O)N3CCCCCC3)ccc21)NC1CCCCCCC1